No. 1
{
  "formula": "C9H22BCoF4N2S3",
  "method": "ωB97M-V/def2-TZVPD",
  "charge": 2,
  "multiplicity": 5,
  "homo_energy_ev": [-16.36, -16.67],
  "s_squared": 6.0160,
  "e_lumo_ev": [-5.90, -9.18],
  "fmax_ev_per_a": 0.520,
  "homo_lumo_gap_ev": [10.47, 7.50],
  "symbols": ["Co", "C", "C", "S", "C", "C", "S", "C", "C", "S", "H", "H", "H", "H", "H", "H", "H", "H", "H", "H", "H", "H", "N", "C", "C", "C", "N", "H", "H", "H", "H", "H", "H", "H", "H", "H", "H", "F", "B", "F", "F", "F"],
  "xyz": [[0.370, -0.577, -0.202], [-1.672, 0.845, 2.512], [-1.852, -0.653, 2.650], [-1.570, -1.622, 1.146], [-2.958, -1.241, 0.034], [-2.988, 0.140, -0.609], [-1.424, 0.572, -1.454], [-1.162, 2.321, -1.039], [-1.097, 2.642, 0.441], [-0.269, 1.349, 1.431], [-1.472, 1.281, 3.491], [-2.569, 1.314, 2.116], [-2.852, -0.886, 3.019], [-1.136, -1.075, 3.356], [-3.876, -1.404, 0.600], [-2.888, -2.020, -0.724], [-3.221, 0.927, 0.103], [-3.753, 0.148, -1.386], [-1.942, 2.904, -1.529], [-0.216, 2.554, -1.529], [-2.083, 2.801, 0.872], [-0.529, 3.561, 0.584], [1.873, -0.687, 1.301], [3.053, 0.215, 1.232], [3.842, 0.020, -0.054], [3.173, 0.621, -1.281], [1.925, -0.097, -1.635], [1.481, -0.637, 2.237], [2.194, -1.649, 1.186], [3.705, 0.028, 2.086], [2.701, 1.246, 1.311], [4.027, -1.048, -0.214], [4.817, 0.491, 0.066], [3.871, 0.584, -2.118], [2.934, 1.669, -1.095], [2.161, -1.049, -1.916], [1.517, 0.325, -2.467], [0.367, -2.286, -0.764], [-0.606, -2.929, -2.921], [-1.737, -3.331, -2.371], [0.327, -3.751, -3.314], [-0.466, -1.617, -3.150]],
  "forces_ev_per_a": [[-0.340, -0.153, 0.363], [0.052, -0.006, 0.069], [0.162, -0.150, -0.325], [0.080, 0.030, -0.053], [0.225, 0.055, 0.136], [0.173, 0.071, -0.023], [0.062, -0.026, -0.074], [-0.001, -0.304, -0.151], [0.198, 0.071, 0.148], [-0.319, 0.351, -0.001], [-0.028, 0.055, -0.013], [0.038, 0.006, -0.020], [0.027, 0.024, 0.083], [-0.042, -0.033, 0.060], [-0.035, -0.029, -0.057], [-0.030, -0.049, -0.026], [-0.012, 0.005, 0.020], [-0.038, 0.030, 0.036], [0.045, 0.035, -0.014], [-0.021, 0.050, -0.073], [0.016, 0.000, 0.005], [-0.050, 0.031, 0.016], [-0.088, -0.348, -0.187], [0.285, 0.113, -0.073], [-0.325, 0.015, -0.038], [0.310, 0.004, 0.138], [-0.436, 0.014, 0.172], [-0.003, -0.075, 0.007], [0.030, -0.046, 0.104], [-0.094, -0.042, 0.039], [-0.026, -0.020, 0.029], [0.101, 0.019, -0.003], [0.019, -0.014, 0.006], [-0.091, 0.028, -0.057], [-0.052, 0.006, -0.039], [-0.030, -0.020, -0.057], [-0.006, -0.057, -0.057], [0.183, 0.379, 0.036], [-0.043, 0.210, -0.101], [0.103, -0.031, 0.020], [-0.031, -0.035, 0.109], [0.036, -0.167, -0.153]],
  "mulliken_charge": [0.855, -0.756, -0.807, 0.062, -0.744, -0.689, 0.009, -0.691, -0.844, 0.160, 0.578, 0.347, 0.519, 0.392, 0.564, 0.283, 0.318, 0.566, 0.489, 0.384, 0.473, 0.505, -0.398, -0.452, -0.792, -0.607, -0.376, 0.310, 0.351, 0.417, 0.329, 0.337, 0.364, 0.400, 0.352, 0.324, 0.241, -0.714, 0.548, -0.212, -0.161, -0.236]
}

=====

No. 2
{
  "formula": "C18H45N3O6Rb",
  "method": "ωB97M-V/def2-TZVPD",
  "charge": 1,
  "homo_energy_ev": -11.32,
  "e_lumo_ev": -1.84,
  "fmax_ev_per_a": 3.823,
  "homo_lumo_gap_ev": 9.48,
  "symbols": ["Rb", "C", "O", "C", "C", "N", "C", "C", "O", "C", "H", "H", "H", "H", "H", "H", "H", "H", "H", "H", "H", "H", "H", "H", "H", "C", "O", "C", "C", "N", "C", "C", "O", "C", "H", "H", "H", "H", "H", "H", "H", "H", "H", "H", "H", "H", "H", "H", "H", "C", "O", "C", "C", "N", "C", "C", "O", "C", "H", "H", "H", "H", "H", "H", "H", "H", "H", "H", "H", "H", "H", "H", "H"],
  "xyz": [[0.589, -0.377, -0.348], [3.247, -1.475, -2.804], [2.054, -0.707, -2.842], [2.181, 0.312, -3.766], [0.862, 1.043, -3.932], [0.607, 1.936, -2.763], [-0.512, 2.833, -2.953], [-0.669, 3.589, -1.686], [0.526, 4.380, -1.592], [0.552, 5.153, -0.395], [3.305, -2.095, -3.697], [3.144, -2.142, -1.953], [4.085, -0.781, -2.751], [2.538, -0.085, -4.767], [2.883, 1.060, -3.481], [0.098, 0.259, -4.039], [0.867, 1.493, -4.919], [1.416, 2.455, -2.454], [-1.448, 2.247, -3.072], [-0.482, 3.521, -3.775], [-0.788, 2.937, -0.830], [-1.483, 4.386, -1.699], [0.532, 4.466, 0.472], [-0.318, 5.774, -0.347], [1.467, 5.724, -0.353], [2.386, -2.552, 2.492], [1.693, -2.592, 1.206], [1.136, -3.906, 1.027], [0.010, -3.854, -0.067], [-1.111, -2.964, 0.250], [-2.386, -3.134, -0.442], [-3.542, -3.177, 0.565], [-3.270, -2.172, 1.469], [-4.192, -2.099, 2.564], [1.771, -2.810, 3.338], [2.609, -1.460, 2.649], [3.304, -3.213, 2.455], [0.736, -4.178, 2.020], [2.003, -4.520, 0.835], [-0.443, -4.834, -0.257], [0.497, -3.430, -0.994], [-1.314, -2.928, 1.287], [-2.430, -4.061, -1.013], [-2.551, -2.290, -1.122], [-3.646, -4.160, 1.061], [-4.439, -3.032, 0.022], [-4.033, -2.924, 3.245], [-5.284, -2.080, 2.338], [-3.991, -1.134, 3.006], [-3.091, 0.709, -0.861], [-2.004, 1.063, 0.031], [-2.416, 1.683, 1.212], [-1.512, 1.247, 2.330], [-0.126, 1.402, 1.842], [0.981, 1.233, 2.862], [2.260, 1.506, 2.256], [2.532, 0.497, 1.267], [3.948, 0.513, 0.976], [-3.880, 0.221, -0.314], [-2.678, -0.015, -1.555], [-3.461, 1.655, -1.315], [-3.446, 1.446, 1.483], [-2.364, 2.728, 1.131], [-1.683, 0.180, 2.494], [-1.708, 1.716, 3.214], [-0.173, 2.385, 1.513], [0.908, 0.145, 3.102], [0.831, 1.930, 3.669], [2.975, 1.368, 3.044], [2.354, 2.504, 1.755], [4.274, 1.512, 0.639], [4.141, -0.218, 0.194], [4.571, 0.190, 1.845]],
  "forces_ev_per_a": [[-0.517, -0.171, -0.421], [-0.652, -0.077, 0.043], [0.088, -0.502, 0.604], [-0.839, 0.241, -2.135], [0.161, -0.444, 0.668], [-0.340, -1.266, -1.365], [-1.377, -1.137, 0.826], [-0.110, 2.865, 0.029], [0.345, -0.012, 0.730], [0.222, -1.481, -0.151], [0.236, 0.017, -0.216], [0.396, 0.064, 0.217], [0.366, -0.339, 0.223], [-0.463, 0.246, 0.896], [1.174, 0.540, 0.571], [-0.218, 0.284, 0.475], [0.082, 0.844, -0.103], [0.226, 0.111, -0.390], [0.467, 0.014, -0.144], [0.464, 0.380, -0.725], [0.008, -0.236, 0.277], [0.266, -1.334, -0.143], [0.011, 0.238, -0.043], [-0.547, 0.681, 0.096], [0.132, 0.203, -0.167], [0.906, 1.280, -1.358], [0.002, -0.120, 1.332], [-1.129, 1.152, 0.326], [0.552, 0.499, -0.307], [0.251, 0.537, 2.330], [0.089, -0.295, 0.301], [1.252, -0.991, -0.454], [-1.186, 0.882, 1.143], [-0.270, 0.451, -0.434], [-0.571, -0.577, 0.111], [0.345, -1.228, -0.301], [-0.889, 0.854, 0.142], [-0.240, -0.342, -0.478], [-0.196, -0.880, -0.613], [0.821, -0.312, -0.175], [-0.391, -0.840, 0.573], [0.505, -0.079, -1.611], [0.151, -0.102, -0.266], [-0.032, -0.163, -0.044], [0.336, 0.157, -0.023], [-1.280, 0.389, -0.522], [0.183, -0.158, 0.358], [0.734, -0.183, -0.615], [0.159, 0.023, 0.542], [0.890, 1.216, 0.580], [-0.695, -0.916, -0.842], [-0.362, -1.059, 0.773], [1.308, -2.724, -2.342], [0.045, 1.448, 0.538], [-3.539, -0.616, -1.247], [1.407, -0.134, -1.648], [1.552, 0.619, 0.281], [-0.081, -0.300, 0.227], [-0.419, -0.163, 0.312], [-0.031, 0.266, -0.417], [0.056, -0.827, -0.157], [-0.183, -0.169, -0.130], [0.055, 1.889, -0.397], [-0.020, -0.140, 0.054], [-0.582, 1.689, 2.480], [0.909, -0.580, 0.150], [0.222, 0.914, 0.565], [-0.089, -0.148, 0.894], [0.863, 0.438, 0.433], [-0.095, -0.517, 0.661], [-0.132, -0.316, 0.139], [-0.162, 0.051, -0.176], [-0.602, 0.391, -0.341]],
  "mulliken_charge": [0.177, -0.810, -0.101, -0.763, -0.804, 0.107, -1.037, 0.318, -0.397, -0.601, 0.333, 0.136, 0.375, 0.409, 0.456, 0.284, 0.413, 0.215, 0.342, 0.441, -0.336, 0.494, 0.096, 0.325, 0.281, -0.771, 0.010, -0.744, -0.682, 0.306, -0.476, -0.809, -0.085, -0.903, 0.411, -0.022, 0.312, 0.414, 0.436, 0.428, 0.201, 0.045, 0.444, -0.036, 0.373, 0.480, 0.331, 0.328, 0.226, -1.031, 0.291, -0.967, -0.950, 0.281, -0.659, -0.591, 0.417, -1.006, 0.384, 0.157, 0.289, 0.660, 0.333, 0.422, 0.441, -0.282, 0.178, 0.417, 0.435, 0.352, 0.327, 0.197, 0.336]
}

=====

No. 3
{
  "formula": "C4H7NS2",
  "method": "ωB97M-V/def2-TZVPD",
  "homo_energy_ev": -8.65,
  "e_lumo_ev": -0.77,
  "fmax_ev_per_a": 5.316,
  "homo_lumo_gap_ev": 7.89,
  "symbols": ["C", "C", "C", "C", "H", "H", "H", "H", "H", "H", "H", "N", "S", "S"],
  "xyz": [[0.885, -1.158, 0.592], [0.148, 0.224, 0.396], [0.524, 1.373, -0.176], [-2.757, 0.244, -0.365], [1.906, -0.310, -1.044], [2.929, -0.747, 0.300], [0.095, -2.033, 0.271], [1.228, -0.971, 1.824], [-0.221, 2.281, -0.184], [1.484, 1.919, -0.762], [-2.463, 0.594, -1.696], [2.018, -1.148, -0.281], [-1.588, 0.379, 1.108], [-4.188, -0.648, 0.017]],
  "forces_ev_per_a": [[-1.910, 2.049, 1.699], [-1.288, 0.136, 0.132], [0.723, 3.985, -1.658], [-0.926, -1.904, -1.127], [0.188, -2.825, 2.280], [-3.025, -1.504, -1.959], [2.047, 2.017, 1.512], [-1.183, -1.631, -3.490], [1.175, -2.119, 0.337], [-2.017, -2.720, 1.695], [-0.672, -0.896, 4.617], [4.013, 3.449, -0.503], [-0.101, -0.473, -2.291], [2.977, 2.436, -1.244]],
  "mulliken_charge": [-0.160, 0.114, -0.660, -0.196, 0.253, 0.299, 0.257, 0.238, 0.219, 0.212, 0.268, -0.652, -0.045, -0.148]
}

=====

No. 4
{
  "formula": "C3H5NO4",
  "method": "ωB97M-V/def2-TZVPD",
  "homo_energy_ev": -9.91,
  "e_lumo_ev": 0.28,
  "fmax_ev_per_a": 2.347,
  "homo_lumo_gap_ev": 10.19,
  "symbols": ["C", "C", "O", "O", "H", "H", "H", "H", "O", "C", "N", "O", "H"],
  "xyz": [[-2.413, 0.341, -0.326], [-0.938, 0.072, -0.394], [-0.489, -0.836, -1.042], [-0.197, 1.065, 0.228], [-2.806, 0.006, 0.631], [-2.615, 1.397, -0.489], [-2.909, -0.215, -1.117], [0.427, 0.826, 0.941], [4.193, 0.716, 0.255], [3.144, 0.221, 0.158], [2.306, -0.639, -0.022], [1.472, -1.254, 0.890], [0.824, -1.701, 0.286]],
  "forces_ev_per_a": [[-0.058, 0.059, -0.461], [0.102, 0.592, -0.281], [0.368, 0.038, 0.765], [-0.607, -0.272, 0.315], [0.006, 0.195, 0.143], [0.013, 0.086, 0.330], [0.054, -0.138, 0.056], [-0.261, -0.561, -0.875], [0.070, 1.363, -0.276], [0.546, -2.051, 1.002], [-0.416, 0.194, -0.840], [-0.371, -0.096, -0.318], [0.553, 0.592, 0.440]],
  "mulliken_charge": [-0.969, 0.796, -0.562, -0.476, 0.255, 0.322, 0.306, 0.359, -0.404, 0.551, -0.209, -0.341, 0.373]
}

=====

No. 5
{
  "formula": "C13H30BBrCl26O3P2",
  "method": "ωB97M-V/def2-TZVPD",
  "homo_energy_ev": -8.79,
  "e_lumo_ev": 0.06,
  "fmax_ev_per_a": 0.930,
  "homo_lumo_gap_ev": 8.85,
  "symbols": ["O", "B", "O", "P", "P", "O", "Br", "H", "H", "H", "H", "C", "Cl", "Cl", "H", "H", "C", "Cl", "Cl", "H", "H", "C", "Cl", "Cl", "H", "H", "C", "Cl", "Cl", "H", "H", "C", "Cl", "Cl", "H", "H", "C", "Cl", "Cl", "H", "H", "C", "Cl", "Cl", "H", "H", "C", "Cl", "Cl", "H", "H", "C", "Cl", "Cl", "H", "H", "C", "Cl", "Cl", "H", "H", "C", "Cl", "Cl", "H", "H", "C", "Cl", "Cl", "H", "H", "C", "Cl", "Cl", "H", "H"],
  "xyz": [[-0.425, -1.842, 0.989], [-0.602, -2.641, -0.118], [-0.835, -3.988, 0.039], [-0.472, -1.754, -1.857], [1.476, -2.363, -2.672], [1.269, -3.940, -3.091], [2.634, -2.549, -0.774], [-0.896, -1.006, 0.899], [-1.740, -4.161, 0.321], [-1.268, -2.597, -2.664], [1.164, -3.994, -4.053], [-1.937, -4.769, -5.032], [-2.792, -4.236, -3.576], [-0.786, -3.541, -5.586], [-1.391, -5.669, -4.785], [-2.661, -4.958, -5.815], [-2.691, 0.021, 2.901], [-1.441, 0.573, 4.016], [-2.821, 1.060, 1.473], [-2.413, -0.976, 2.576], [-3.647, 0.004, 3.411], [-1.800, 3.408, 5.990], [-3.375, 3.904, 6.621], [-0.794, 4.796, 5.555], [-1.287, 2.837, 6.755], [-1.957, 2.811, 5.100], [-0.272, 0.224, -7.385], [0.911, -0.649, -6.400], [-1.931, -0.307, -7.093], [-0.203, 1.276, -7.137], [-0.035, 0.054, -8.428], [-1.452, 8.051, 7.486], [-1.476, 8.078, 9.249], [-0.391, 9.299, 6.807], [-1.089, 7.089, 7.147], [-2.457, 8.228, 7.122], [1.104, -2.372, 4.147], [2.289, -1.593, 5.208], [-0.407, -2.726, 4.992], [0.888, -1.703, 3.323], [1.523, -3.304, 3.788], [3.986, -4.593, 6.523], [5.235, -4.660, 7.771], [4.454, -5.464, 5.055], [3.084, -5.048, 6.915], [3.814, -3.558, 6.256], [3.452, -5.961, -3.648], [4.708, -4.991, -2.883], [3.071, -5.417, -5.293], [3.782, -6.992, -3.694], [2.551, -5.859, -3.057], [-0.423, 10.233, 3.287], [-0.776, 8.933, 2.142], [1.296, 10.642, 3.317], [-0.986, 11.114, 3.003], [-0.706, 9.888, 4.273], [3.590, 10.342, 0.353], [3.219, 9.070, -0.817], [5.311, 10.748, 0.377], [3.031, 11.230, 0.082], [3.305, 9.994, 1.337], [-2.138, -9.022, -5.187], [-1.763, -7.891, -3.879], [-1.736, -8.349, -6.771], [-1.557, -9.924, -5.036], [-3.200, -9.233, -5.160], [2.100, -6.689, -8.655], [0.813, -6.006, -9.656], [1.490, -7.870, -7.493], [2.813, -7.184, -9.303], [2.572, -5.883, -8.106], [-3.938, 6.946, 1.580], [-4.413, 7.637, 3.135], [-4.050, 5.183, 1.580], [-4.597, 7.336, 0.815], [-2.909, 7.224, 1.387]],
  "forces_ev_per_a": [[-0.822, -0.295, 0.319], [0.317, -0.245, -0.195], [-0.147, 0.284, -0.293], [-0.420, 0.593, 0.290], [0.101, -0.005, -0.510], [-0.086, -0.003, 0.407], [-0.043, -0.095, 0.087], [0.588, 0.387, -0.251], [0.182, -0.222, 0.302], [0.366, 0.039, 0.117], [0.099, -0.006, -0.033], [0.126, 0.030, 0.118], [-0.286, -0.284, -0.167], [-0.061, -0.002, -0.204], [0.024, 0.137, -0.082], [0.008, 0.096, -0.022], [-0.019, -0.190, -0.066], [0.078, -0.018, -0.015], [0.038, -0.082, 0.001], [-0.033, -0.015, 0.022], [0.014, 0.103, 0.029], [-0.059, -0.005, -0.032], [-0.020, -0.004, 0.019], [0.075, 0.023, -0.041], [0.009, 0.031, 0.030], [-0.017, 0.140, 0.073], [0.034, 0.064, -0.046], [0.012, 0.005, 0.032], [-0.006, -0.004, 0.006], [-0.002, -0.008, 0.030], [-0.012, -0.038, 0.004], [-0.092, -0.072, -0.121], [0.018, -0.005, -0.016], [0.043, 0.026, 0.072], [0.024, -0.024, 0.082], [-0.003, 0.041, 0.031], [0.005, 0.015, -0.163], [-0.017, 0.071, -0.012], [-0.030, -0.093, 0.025], [-0.020, -0.004, 0.021], [0.007, -0.010, 0.033], [-0.031, 0.019, -0.001], [-0.005, 0.001, -0.002], [-0.022, -0.003, -0.020], [0.018, -0.024, 0.008], [0.040, -0.020, 0.034], [-0.072, -0.138, 0.225], [0.048, -0.006, -0.099], [0.047, 0.057, -0.045], [0.066, 0.029, -0.097], [-0.007, 0.024, -0.015], [-0.096, -0.042, 0.074], [0.039, 0.008, -0.091], [-0.006, 0.047, 0.040], [0.037, -0.008, -0.081], [0.026, 0.009, 0.007], [-0.025, 0.008, 0.026], [-0.021, 0.001, -0.001], [-0.002, 0.016, 0.007], [0.019, 0.000, -0.031], [0.021, -0.042, -0.010], [-0.052, -0.012, -0.085], [-0.020, -0.267, 0.207], [-0.150, -0.045, 0.070], [0.036, 0.022, -0.004], [-0.004, 0.024, 0.015], [0.112, -0.005, 0.038], [-0.026, 0.010, 0.001], [0.106, 0.004, -0.082], [-0.029, -0.011, -0.023], [-0.027, 0.010, 0.010], [0.039, -0.003, -0.009], [-0.010, 0.058, 0.033], [0.010, -0.040, -0.031], [-0.037, -0.024, 0.022], [0.009, -0.013, 0.029]],
  "mulliken_charge": [-0.229, 0.622, -0.442, -0.155, 0.252, -0.204, -0.316, 0.134, 0.254, -0.147, 0.182, 0.050, -0.163, -0.088, -0.129, 0.354, -0.263, -0.156, -0.166, 0.219, 0.355, 0.227, -0.170, -0.166, 0.309, -0.201, -0.293, -0.113, -0.147, 0.268, 0.285, 0.124, -0.163, -0.165, -0.047, 0.250, 0.055, -0.197, -0.166, -0.008, 0.298, 0.081, -0.165, -0.157, 0.271, -0.027, -0.062, -0.154, -0.164, 0.331, 0.049, 0.124, -0.155, -0.152, 0.288, -0.096, -0.004, -0.158, -0.162, 0.258, 0.059, -0.304, -0.122, -0.126, 0.276, 0.314, -0.109, -0.170, -0.113, 0.310, 0.087, -0.044, -0.145, -0.129, 0.301, 0.024]
}